Entry 1:
C13H20NO6PtTe as an isolated structure in a non-equilibrium geometry. Source: the Open Molecules 2025 dataset; level of theory: ωB97M-V/def2-TZVPD.

ORCA input file:
```
! RIJCOSX wB97M-V def2-TZVPD def2/J DEFGRID3
* xyz 1 1
Pt -0.528 -0.583 -0.900
O 1.388 -0.569 2.555
C 0.904 -0.034 1.603
O -0.158 -0.708 1.027
C 1.283 1.366 1.143
C 0.121 2.157 0.521
C 0.431 3.647 0.446
C 1.469 3.693 -0.700
C 1.569 2.219 -1.081
O 0.209 1.743 -0.872
C 2.349 1.449 -0.012
C 2.783 0.074 -0.515
O 3.786 -0.463 -0.099
O 1.946 -0.446 -1.378
H 1.672 1.851 2.035
H -0.860 1.907 0.912
H 0.803 4.041 1.391
H -0.470 4.195 0.180
H 2.437 4.078 -0.384
H 1.121 4.296 -1.536
H 1.863 2.005 -2.103
H 3.232 1.985 0.329
N -4.309 1.045 0.337
C -3.236 0.359 -0.043
O -2.343 0.888 -0.729
C -3.086 -1.074 0.377
C -2.155 -1.782 -0.592
H -4.404 2.008 0.054
H -5.052 0.617 0.862
H -4.054 -1.577 0.429
H -2.653 -1.081 1.381
H -2.607 -1.845 -1.588
H -1.913 -2.774 -0.239
C -0.221 -4.298 -0.963
Te 0.996 -2.583 -1.409
C 2.077 -2.934 0.374
H -0.487 -4.362 0.089
H 0.421 -5.145 -1.216
H -1.103 -4.344 -1.598
H 2.729 -3.778 0.154
H 1.370 -3.183 1.159
H 2.680 -2.060 0.599
*
```

Values from the calculation:
HOMO energy (spin up / spin down) = -12.3 / -12.3 eV
ΔE to the lowest compared entry with this formula, charge and spin = 2.2696 eV

***

Entry 2:
A 2-piece molecular cluster, C13H20NS2 overall in a non-equilibrium geometry. Source: the Open Molecules 2025 dataset; level of theory: ωB97M-V/def2-TZVPD.

ORCA input file:
```
! RIJCOSX wB97M-V def2-TZVPD def2/J DEFGRID3
* xyz 1 1
C -3.705 -0.056 2.056
C -2.994 -1.263 2.112
C -1.603 -1.255 2.215
C -0.912 -0.026 2.303
C 0.514 0.016 2.614
S 1.430 1.457 2.367
C 3.016 0.665 1.929
C 3.092 -0.755 2.450
S 1.436 -1.411 2.864
C -1.630 1.184 2.163
C -3.018 1.166 2.075
H -4.795 -0.066 2.009
H -3.530 -2.219 2.093
H -1.044 -2.194 2.239
H 3.074 0.703 0.835
H 3.802 1.293 2.359
H 3.475 -1.439 1.688
H 3.721 -0.826 3.345
H -1.091 2.136 2.160
H -3.568 2.111 2.038
C -1.315 -2.352 9.246
C -1.391 -2.208 7.727
C -0.629 -0.987 7.239
C -0.649 -0.800 5.714
N 0.132 0.367 5.414
H -1.835 -3.259 9.565
H -0.274 -2.417 9.585
H -1.785 -1.495 9.744
H -0.979 -3.105 7.249
H -2.435 -2.119 7.409
H -1.060 -0.075 7.680
H 0.416 -1.046 7.580
H -0.241 -1.694 5.199
H -1.692 -0.681 5.370
H 1.122 0.249 5.594
H -0.045 0.836 4.536
*
```

Values from the calculation:
HOMO energy = -12.0 eV
ΔE to the lowest compared entry with this formula, charge and spin = 0.2941 eV

***

Entry 3:
A 2-piece molecular cluster, C13H20OS overall in a non-equilibrium geometry. Source: the Open Molecules 2025 dataset; level of theory: ωB97M-V/def2-TZVPD.

ORCA input file:
```
! RIJCOSX wB97M-V def2-TZVPD def2/J DEFGRID3
* xyz 0 3
C 3.598 0.657 -0.915
C 3.435 -0.332 1.274
C 2.622 1.623 -0.515
C 2.353 0.484 1.585
C 3.945 -0.299 0.008
C 1.926 1.427 0.685
C -2.606 -0.856 0.317
C 5.095 -1.276 -0.236
C -1.585 -2.043 0.714
C -4.924 -0.399 -2.385
C 0.124 2.144 2.596
C -2.783 -0.394 -1.192
C -3.971 0.394 -1.559
O -3.199 -0.304 1.215
S 0.608 2.532 0.882
H 3.864 0.789 -1.987
H 3.948 -1.010 1.958
H 2.205 2.360 -1.298
H 1.763 0.473 2.550
H 5.276 -1.963 0.609
H 4.960 -1.801 -1.148
H 6.029 -0.637 -0.333
H -1.671 -2.213 1.772
H -1.866 -2.932 0.155
H -0.605 -1.779 0.350
H -5.506 -1.129 -1.837
H -5.756 0.174 -2.828
H -4.288 -0.920 -3.101
H -0.348 1.236 2.529
H 0.939 2.237 3.329
H -0.702 2.855 2.713
H -2.663 -1.257 -1.832
H -1.837 0.215 -1.355
H -3.873 1.347 -2.068
H -4.508 0.598 -0.652
*
```

Values from the calculation:
HOMO energy (spin up / spin down) = -4.4 / -8.7 eV
<S²> = 2.026
ΔE to the lowest compared entry with this formula, charge and spin = 0.8492 eV

***

Entry 4:
A 3-piece molecular cluster, C13H21FN3PSi overall in a non-equilibrium geometry. Source: the Open Molecules 2025 dataset; level of theory: ωB97M-V/def2-TZVPD.

ORCA input file:
```
! RIJCOSX wB97M-V def2-TZVPD def2/J DEFGRID3
* xyz 0 1
N -0.789 2.352 -3.086
P -0.546 1.628 -4.532
Si -0.908 -0.525 -4.294
C -2.414 -1.211 -5.292
C -3.867 -1.035 -4.554
C -4.261 0.506 -4.153
F -5.694 0.490 -3.675
H -1.055 1.543 -2.455
H 0.839 1.882 -4.924
H -1.428 2.155 -5.556
H 0.289 -1.208 -4.851
H -0.938 -0.915 -2.872
H -2.355 -0.726 -6.365
H -2.233 -2.388 -5.386
H -4.009 -1.755 -3.622
H -4.686 -1.391 -5.346
H -3.644 0.938 -3.231
H -4.225 1.259 -5.062
C 2.571 -0.559 1.001
C 1.348 -0.489 1.660
C 0.246 -0.037 0.952
N 0.290 0.345 -0.343
C 1.492 0.268 -0.956
C 2.648 -0.174 -0.334
H 3.457 -0.909 1.522
H 1.255 -0.781 2.700
H -0.731 0.032 1.421
H 1.501 0.583 -1.996
H 3.586 -0.217 -0.876
C 2.903 -0.001 7.729
C 1.527 0.145 7.868
C 0.752 0.175 6.720
N 1.255 0.074 5.471
C 2.594 -0.065 5.367
C 3.451 -0.109 6.455
H 3.544 -0.030 8.606
H 1.070 0.233 8.847
H -0.328 0.283 6.777
H 2.974 -0.142 4.352
H 4.520 -0.225 6.313
*
```

Values from the calculation:
HOMO energy = -8.4 eV

***

Entry 5:
C13H21IN4O3 in the gas phase in a non-equilibrium geometry. Source: the Open Molecules 2025 dataset; level of theory: ωB97M-V/def2-TZVPD.

ORCA input file:
```
! RIJCOSX wB97M-V def2-TZVPD def2/J DEFGRID3
* xyz 0 1
C 2.745 2.322 1.604
C 2.331 2.015 0.166
C 3.408 1.227 -0.570
C 3.149 0.962 -2.064
C 1.680 0.747 -2.413
C 1.184 -0.610 -1.901
C -0.354 -0.691 -1.785
C -0.756 -1.190 -0.445
N -0.304 -2.321 0.050
C -0.867 -2.434 1.276
N -0.699 -3.396 2.159
I 0.597 -4.897 1.812
C -1.525 -3.310 3.475
O -2.114 -4.333 3.746
O -1.457 -2.170 3.958
N -1.651 -1.369 1.509
N -1.589 -0.576 0.398
C -2.294 0.673 0.275
C -3.685 0.464 -0.354
C -4.920 0.726 0.613
O -4.372 -0.628 -0.035
H 2.162 3.144 2.015
H 3.796 2.599 1.662
H 2.588 1.465 2.258
H 2.107 2.949 -0.355
H 1.412 1.427 0.206
H 3.476 0.258 -0.067
H 4.381 1.694 -0.419
H 3.680 0.046 -2.327
H 3.562 1.780 -2.653
H 1.043 1.552 -2.048
H 1.602 0.734 -3.502
H 1.627 -0.776 -0.919
H 1.562 -1.406 -2.536
H -0.807 0.266 -2.028
H -0.703 -1.451 -2.482
H -2.180 -1.180 2.354
H -1.720 1.345 -0.357
H -2.452 1.120 1.249
H -3.825 0.810 -1.378
H -5.882 0.316 0.913
H -5.403 1.300 -0.226
*
```

Values from the calculation:
HOMO energy = -8.5 eV

***

Entry 6:
C13H21N3O in the gas phase. Source: the Open Molecules 2025 dataset; level of theory: ωB97M-V/def2-TZVPD.

ORCA input file:
```
! RIJCOSX wB97M-V def2-TZVPD def2/J DEFGRID3
* xyz 0 1
C -5.726 -1.859 -0.128
C -4.746 -0.761 0.269
C -3.297 -1.219 0.109
C -2.270 -0.188 0.580
C -2.172 1.021 -0.349
C -1.242 2.117 0.176
C 0.202 1.676 0.420
C 0.880 1.139 -0.841
N 2.271 0.840 -0.607
C 2.744 -0.412 -0.487
O 2.085 -1.423 -0.641
C 4.208 -0.455 -0.161
C 4.884 -1.671 -0.069
N 6.173 -1.728 0.220
C 6.798 -0.578 0.421
C 6.130 0.638 0.333
N 4.841 0.699 0.044
H -6.752 -1.518 -0.010
H -5.583 -2.741 0.493
H -5.577 -2.145 -1.166
H -4.929 0.119 -0.351
H -4.921 -0.478 1.309
H -3.108 -1.462 -0.939
H -3.160 -2.135 0.688
H -2.532 0.149 1.586
H -1.297 -0.678 0.633
H -3.163 1.463 -0.472
H -1.837 0.692 -1.334
H -1.241 2.943 -0.540
H -1.645 2.499 1.117
H 0.770 2.536 0.786
H 0.234 0.908 1.194
H 0.802 1.873 -1.650
H 0.415 0.203 -1.156
H 2.913 1.592 -0.399
H 4.365 -2.604 -0.235
H 7.851 -0.638 0.657
H 6.630 1.583 0.497
*
```

Values from the calculation:
HOMO energy = -9.6 eV
ΔE to the lowest compared entry with this formula, charge and spin = 0.2767 eV

***

Energy per entry: -1400.598005 -1358.218345 -980.577683 -1402.794070 -1250.202890 -747.490882 Eh